# 1
The following is a DFT calculation (the ωB97M-V functional and the def2-TZVPD basis) of a structure of composition C48H138BF4InN8O25.

Last column: Löwdin charge in e.
Cartesian coordinates (Å):
In (19.46664, 17.99012, 20.51608)  1.08
B (18.37555, 17.82096, 15.23290)  -1.41
F (17.63121, 17.87518, 14.08034)  0.17
F (19.32929, 16.84369, 15.18104)  0.15
F (18.95128, 19.00490, 15.47194)  0.20
F (17.59899, 17.43925, 16.33828)  0.12
O (23.07510, 17.03034, 15.98158)  -0.04
H (23.88540, 17.10799, 15.47798)  0.04
H (22.53406, 16.42553, 15.47392)  -0.02
O (20.63600, 20.42470, 19.19714)  -0.15
H (21.00082, 20.46649, 18.31318)  -0.02
H (20.73628, 21.31260, 19.54038)  0.04
O (16.30000, 18.07123, 20.12293)  -0.12
H (15.94972, 18.61966, 20.82490)  0.03
H (15.55444, 17.91965, 19.54208)  -0.01
O (18.27316, 15.96384, 18.66698)  -0.14
H (18.03318, 15.04605, 18.53934)  -0.02
H (17.83488, 16.42793, 17.95370)  0.00
O (18.15928, 19.36933, 18.12987)  -0.11
H (17.53570, 20.09483, 18.16214)  0.00
H (18.28454, 19.20188, 17.19580)  0.00
O (20.50148, 17.56607, 17.49278)  -0.07
H (21.43416, 17.44013, 17.31815)  0.02
H (20.06854, 17.31544, 16.67669)  -0.01
O (22.72734, 14.22146, 18.56164)  -0.04
H (22.61528, 14.05399, 17.62590)  -0.01
H (23.64298, 14.00396, 18.73641)  0.04
O (21.18944, 20.46523, 16.48852)  -0.03
H (21.08524, 20.97654, 15.68606)  0.00
H (20.80514, 19.61327, 16.28184)  0.02
O (14.02152, 18.47099, 18.58658)  -0.05
H (13.65684, 19.25264, 19.00162)  0.04
H (14.26716, 18.75860, 17.70728)  -0.02
C (13.99514, 11.10643, 16.49994)  -0.06
O (14.80664, 12.03228, 17.30648)  -0.15
C (15.48652, 12.92330, 16.44562)  -0.26
C (16.25162, 13.91456, 17.28534)  -0.20
N (17.35266, 13.37820, 18.07481)  -0.05
C (18.29616, 12.55321, 17.25840)  -0.16
C (19.63330, 12.31781, 18.03468)  -0.18
O (20.33757, 11.30434, 17.34086)  -0.19
C (21.59522, 11.00293, 17.88408)  -0.12
H (13.20780, 10.68711, 17.12633)  0.09
H (14.47924, 10.28317, 15.97460)  0.08
H (13.50380, 11.65580, 15.69688)  0.06
H (14.82736, 13.44588, 15.75242)  0.10
H (16.14052, 12.40582, 15.74378)  0.10
H (15.52426, 14.34757, 17.97204)  0.14
H (16.50762, 14.67737, 16.55003)  0.11
H (16.92644, 12.68159, 18.66908)  0.12
H (18.37248, 12.93642, 16.24084)  0.10
H (17.93800, 11.53820, 17.08646)  0.12
H (19.34942, 11.90798, 19.00398)  0.13
H (20.28358, 13.18231, 18.16834)  0.11
H (22.30128, 11.82784, 17.78864)  0.06
H (22.21264, 10.33302, 17.28565)  0.08
H (21.61178, 10.44225, 18.81868)  0.10
C (21.62244, 18.22995, 10.34756)  -0.09
O (21.72474, 16.89702, 10.88154)  -0.19
C (21.56392, 16.83545, 12.32238)  -0.20
C (21.48944, 15.40751, 12.83644)  -0.15
N (21.35138, 15.38164, 14.30406)  -0.01
C (20.92204, 14.00031, 14.75752)  -0.09
C (22.04310, 12.92211, 14.46986)  -0.16
O (23.04592, 12.88021, 15.51224)  -0.20
C (24.34612, 13.30221, 15.06820)  -0.08
H (22.14086, 18.92659, 11.00638)  0.08
H (20.61703, 18.60510, 10.15656)  0.06
H (22.16426, 18.25034, 9.40198)  0.09
H (20.61664, 17.36322, 12.43290)  0.10
H (22.32472, 17.43234, 12.82536)  0.12
H (22.36452, 14.92530, 12.40076)  0.13
H (20.58877, 14.89038, 12.50554)  0.12
H (20.66876, 16.07901, 14.56446)  0.07
H (19.98384, 13.76822, 14.25350)  0.11
H (20.82594, 13.99638, 15.84326)  0.11
H (22.46810, 12.87213, 13.46736)  0.12
H (21.57302, 11.94784, 14.60376)  0.10
H (24.99350, 13.30987, 15.94510)  0.09
H (24.28008, 14.34114, 14.74514)  0.07
H (24.86096, 12.77384, 14.26578)  0.09
C (18.19428, 10.51352, 7.64884)  -0.09
O (17.52782, 11.69355, 8.10272)  -0.16
C (16.25660, 11.38571, 8.76777)  -0.18
C (16.30952, 10.51482, 10.02188)  -0.19
N (17.04596, 11.28295, 11.00024)  0.03
C (16.94196, 10.69727, 12.31584)  -0.16
C (17.92264, 11.43432, 13.31228)  -0.18
O (19.33166, 11.34293, 13.06752)  -0.17
C (19.87292, 10.06232, 13.14076)  -0.12
H (18.38843, 9.72936, 8.38064)  0.08
H (19.10076, 10.84289, 7.14100)  0.10
H (17.55286, 9.98767, 6.94164)  0.09
H (15.54792, 10.94163, 8.06873)  0.12
H (15.69920, 12.27111, 9.07352)  0.10
H (16.77706, 9.54838, 9.83354)  0.12
H (15.27814, 10.36841, 10.34272)  0.13
H (16.60802, 12.19185, 11.04718)  0.06
H (17.43042, 9.72371, 12.35706)  0.12
H (15.91324, 10.69329, 12.67610)  0.12
H (17.58128, 11.02723, 14.26404)  0.11
H (17.72251, 12.50578, 13.30920)  0.09
H (20.96052, 10.09296, 13.20634)  0.09
H (19.74348, 9.50228, 12.21464)  0.09
H (19.57424, 9.43108, 13.97768)  0.10
C (22.59776, 22.30815, 13.62582)  -0.04
O (21.61532, 23.19095, 13.09398)  -0.23
C (21.73796, 23.50790, 11.75054)  -0.26
C (20.75590, 24.49694, 11.28156)  -0.16
N (19.46258, 23.76773, 11.44482)  0.02
C (18.39212, 24.75229, 11.41850)  -0.18
C (18.36812, 25.57416, 10.10880)  -0.19
O (16.96186, 25.86936, 9.87121)  -0.21
C (16.79403, 26.50090, 8.58599)  -0.08
H (23.06870, 21.51520, 13.04486)  0.10
H (22.20082, 21.76558, 14.48382)  0.07
H (23.33398, 23.05586, 13.92080)  0.10
H (21.55918, 22.56408, 11.23544)  0.13
H (22.76974, 23.73109, 11.47900)  0.14
H (20.89156, 24.77563, 10.23655)  0.14
H (20.93144, 25.37660, 11.90080)  0.14
H (19.51570, 23.24465, 12.30718)  0.07
H (18.54150, 25.40435, 12.27908)  0.12
H (17.47462, 24.18448, 11.57312)  0.12
H (18.67922, 24.93735, 9.28067)  0.12
H (18.96704, 26.48316, 10.16459)  0.13
H (17.07318, 27.53463, 8.78988)  0.09
H (15.73100, 26.44654, 8.35120)  0.09
H (17.39150, 25.98123, 7.83694)  0.09
C (17.32016, 18.28342, 10.00325)  -0.11
O (17.31516, 16.90691, 9.83623)  -0.15
C (17.83514, 16.24268, 10.96288)  -0.20
C (17.66080, 14.71485, 10.91556)  -0.12
N (16.25840, 14.14895, 11.03140)  -0.02
C (15.52142, 14.51828, 12.24708)  -0.15
C (14.22330, 13.63041, 12.55552)  -0.21
O (13.62056, 14.18017, 13.67272)  -0.21
C (12.29916, 13.80820, 13.87960)  -0.11
H (16.73800, 18.73177, 9.19816)  0.10
H (18.33160, 18.61425, 9.76736)  0.07
H (17.11772, 18.69912, 10.99034)  0.08
H (17.46654, 16.58938, 11.92830)  0.10
H (18.90254, 16.45736, 11.01462)  0.11
H (18.26880, 14.15024, 11.62242)  0.10
H (18.06051, 14.33621, 9.97484)  0.13
H (15.76028, 14.40264, 10.19019)  0.12
H (15.32072, 15.58129, 12.38056)  0.10
H (16.03702, 14.28736, 13.17922)  0.11
H (14.56334, 12.59936, 12.65246)  0.11
H (13.59192, 13.64323, 11.66710)  0.12
H (11.86752, 14.38341, 14.69870)  0.10
H (12.22222, 12.74529, 14.10850)  0.08
H (11.70526, 13.85035, 12.96660)  0.09
C (19.22605, 20.57160, 13.02614)  -0.06
O (19.31945, 21.56164, 14.08198)  -0.21
C (18.10624, 22.21888, 14.39180)  -0.17
C (18.39423, 23.23162, 15.53770)  -0.12
N (19.47444, 24.03980, 15.02502)  0.04
C (20.31448, 24.71991, 15.97956)  -0.13
C (21.33698, 25.75013, 15.36046)  -0.17
O (21.90818, 26.46195, 16.48510)  -0.20
C (22.88920, 27.48605, 16.13728)  -0.07
H (19.60577, 20.89964, 12.05850)  0.08
H (18.27995, 20.09049, 12.77816)  0.08
H (19.94218, 19.77857, 13.24152)  0.08
H (17.41436, 21.48882, 14.81184)  0.11
H (17.66509, 22.70814, 13.52340)  0.12
H (18.77986, 22.66647, 16.38622)  0.13
H (17.57838, 23.84368, 15.92226)  0.14
H (20.06752, 23.42229, 14.48926)  0.08
H (20.93618, 23.98787, 16.49500)  0.14
H (19.71494, 25.26299, 16.71013)  0.13
H (20.73666, 26.51492, 14.86770)  0.12
H (22.08240, 25.29901, 14.70552)  0.11
H (23.36790, 27.96064, 16.99386)  0.09
H (22.50514, 28.29324, 15.51354)  0.08
H (23.62656, 27.05664, 15.45904)  0.08
C (12.72704, 17.45708, 12.45820)  -0.06
O (12.70656, 18.17062, 13.72258)  -0.23
C (13.24892, 17.49432, 14.89076)  -0.14
C (14.78732, 17.72182, 15.06020)  -0.14
N (15.09614, 18.77602, 16.05995)  -0.03
C (14.73044, 20.16887, 15.67534)  -0.14
C (14.81266, 21.15873, 16.86306)  -0.15
O (16.14624, 21.23314, 17.47242)  -0.24
C (16.20954, 22.08321, 18.62361)  -0.07
H (12.16250, 16.52546, 12.49674)  0.08
H (13.77232, 17.31133, 12.18574)  0.07
H (12.35362, 18.08584, 11.64990)  0.08
H (12.85404, 16.48001, 14.83310)  0.10
H (12.78950, 17.92456, 15.78066)  0.12
H (15.12106, 17.94285, 14.04636)  0.10
H (15.25262, 16.82190, 15.46236)  0.12
H (16.09500, 18.69596, 16.18620)  0.08
H (13.76324, 20.14449, 15.17332)  0.11
H (15.42432, 20.52540, 14.91406)  0.11
H (14.15248, 20.77466, 17.64074)  0.10
H (14.49280, 22.13291, 16.49325)  0.11
H (15.62014, 21.70226, 19.45762)  0.09
H (15.88234, 23.04924, 18.23912)  0.09
H (17.22460, 22.17600, 19.00980)  0.09
C (14.31466, 20.65124, 11.97280)  -0.13
O (13.56858, 21.69358, 12.55034)  -0.19
C (12.11816, 21.38959, 12.71782)  -0.15
C (11.34284, 22.69752, 12.70344)  -0.17
N (11.72754, 23.66446, 13.75188)  0.04
C (11.75304, 23.03416, 15.09234)  -0.18
C (11.67310, 24.11909, 16.18054)  -0.17
O (10.40738, 24.87172, 16.24276)  -0.20
C (9.19288, 24.18457, 16.59532)  -0.09
H (15.25198, 21.07159, 11.60834)  0.08
H (13.91356, 20.21413, 11.05838)  0.09
H (14.45288, 19.85810, 12.70760)  0.06
H (12.00896, 20.86711, 13.66818)  0.10
H (11.81008, 20.77272, 11.87362)  0.12
H (10.26280, 22.57263, 12.78078)  0.13
H (11.39910, 23.19226, 11.73382)  0.13
H (11.11134, 24.46471, 13.75202)  0.12
H (12.57408, 22.33328, 15.24314)  0.09
H (10.88478, 22.38883, 15.22574)  0.12
H (12.41750, 24.87982, 15.94548)  0.12
H (11.94882, 23.77582, 17.17766)  0.12
H (8.33116, 24.84957, 16.53768)  0.09
H (9.20062, 23.79757, 17.61428)  0.09
H (8.95597, 23.41587, 15.85974)  0.07

Summary:
Max |F|: 3.3 eV/Å
Charge: +2
Gap between HOMO and LUMO: 1.24 eV
Calculated total energy: -131816.603 eV
Multiplicity: 1
Lowest unoccupied orbital energy: -10.89 eV

# 2
The following is a DFT calculation (the ωB97M-V functional and the def2-TZVPD basis) of a structure of composition C22H40F6N7O15S2V.

Last column: Löwdin charge in e.
Cartesian coordinates (Å):
V (-1.60593, -0.79354, -0.13648)  1.21
N (-1.86217, 0.69407, -3.14049)  -0.65
O (-2.09421, 1.81034, -3.46591)  0.05
O (-1.75971, -0.21620, -3.87736)  0.03
O (-1.79352, 0.38907, -1.96208)  -0.12
N (-1.24817, -3.72852, -1.83788)  -0.56
O (-0.18424, -4.18306, -1.98281)  0.02
O (-1.36465, -2.50272, -1.59851)  -0.11
O (-2.31641, -4.40483, -1.80973)  0.01
N (1.00053, -1.00523, 0.37027)  -0.57
O (0.41236, -0.14499, -0.26501)  -0.07
O (2.18316, -1.22625, 0.54061)  0.09
O (0.14126, -1.61890, 0.87859)  -0.01
C (-5.64212, -0.50318, -2.53192)  -0.60
F (-6.12090, 0.58017, -1.84859)  0.09
F (-6.59165, -1.24770, -3.13116)  0.12
F (-4.64023, -0.09966, -3.30920)  0.14
S (-4.86743, -1.64066, -1.19934)  0.67
O (-3.50179, -1.08781, -0.83968)  -0.45
O (-5.80942, -1.44647, -0.07865)  -0.34
O (-4.76359, -3.05294, -1.75306)  -0.32
C (-3.64068, -3.84436, 3.21344)  -0.70
F (-4.50693, -4.81459, 3.18701)  0.16
F (-4.22686, -2.75786, 3.69625)  0.13
F (-2.59778, -4.11383, 3.90580)  0.17
S (-2.99993, -3.63403, 1.30499)  0.61
O (-2.60919, -2.23777, 1.08730)  -0.42
O (-1.85389, -4.53199, 1.24360)  -0.32
O (-4.01846, -4.17072, 0.32407)  -0.32
N (1.05136, -0.66266, -4.10675)  0.06
C (2.15414, -1.03409, -3.33877)  -0.12
C (3.33893, -0.57052, -3.92222)  -0.15
C (3.00909, 0.04344, -5.12755)  -0.14
C (1.59597, -0.01399, -5.20817)  -0.14
H (0.06644, -0.84055, -3.97114)  0.10
H (1.92006, -1.68475, -2.50917)  0.10
H (4.27630, -0.75517, -3.41858)  0.08
H (3.64610, 0.51588, -5.86065)  0.07
H (0.95489, 0.34095, -6.00153)  0.09
N (1.74351, -5.02878, -0.04188)  0.02
C (2.40570, -4.64729, 1.11405)  -0.11
C (2.84715, -5.86967, 1.69652)  -0.14
C (2.33982, -6.99787, 0.92198)  -0.12
C (1.57930, -6.41223, -0.13646)  -0.11
H (1.19640, -4.53219, -0.73048)  0.09
H (2.60919, -3.62559, 1.39887)  0.08
H (3.36577, -5.87837, 2.64381)  0.06
H (2.39869, -8.07078, 1.03058)  0.06
H (1.05120, -6.85224, -0.96947)  0.10
C (3.04252, 6.23178, -0.20965)  -0.09
C (3.21752, 5.08024, 0.78191)  -0.25
N (4.26851, 4.14772, 0.37759)  -0.18
C (4.47961, 3.13543, 1.45304)  -0.27
C (5.46482, 3.50996, 2.52082)  -0.12
C (4.15992, 3.41627, -0.89225)  -0.25
C (2.88229, 2.65226, -0.97683)  -0.09
H (2.99968, 5.86599, -1.23554)  0.06
H (3.79269, 7.02057, -0.15329)  0.07
H (2.10243, 6.77505, -0.11381)  0.07
H (3.48125, 5.55187, 1.72854)  0.11
H (2.27071, 4.54373, 0.84364)  0.10
H (3.60175, 2.73802, 1.96247)  0.11
H (5.05473, 2.32045, 1.01354)  0.11
H (5.59470, 4.54465, 2.83809)  0.06
H (5.18969, 2.92357, 3.39749)  0.07
H (6.50145, 3.31720, 2.24455)  0.06
H (4.94054, 2.66015, -0.97599)  0.11
H (4.34833, 4.19689, -1.62929)  0.11
H (2.62744, 1.85492, -0.27869)  0.07
H (2.90133, 2.10352, -1.91843)  0.08
H (2.01174, 3.30789, -0.99701)  0.06
C (-4.12755, 1.69757, 2.70631)  -0.09
C (-3.55630, 0.70009, 1.72756)  -0.28
N (-2.18623, 0.80535, 1.30097)  -0.19
C (-1.42784, 1.03117, 2.53129)  -0.23
C (-1.48292, -0.21924, 3.45642)  -0.04
C (-2.08831, 2.14224, 0.62075)  -0.22
C (-0.72017, 2.55971, 0.10583)  -0.09
H (-5.19639, 1.57297, 2.88000)  0.09
H (-3.90832, 2.75570, 2.56352)  0.07
H (-3.70073, 1.53820, 3.69652)  0.06
H (-3.78528, -0.33059, 1.99843)  0.11
H (-4.30921, 0.87078, 0.95809)  0.12
H (-0.41369, 1.32725, 2.26311)  0.11
H (-1.80449, 1.91895, 3.03930)  0.11
H (-1.39963, -1.16841, 2.92705)  0.05
H (-0.65096, -0.14839, 4.15708)  0.08
H (-2.45473, -0.40406, 3.91416)  0.07
H (-2.37102, 3.00046, 1.23038)  0.10
H (-2.86828, 2.23385, -0.13513)  0.13
H (-0.85660, 3.64072, 0.07596)  0.08
H (-0.49825, 2.24707, -0.91451)  0.06
H (0.20538, 2.44155, 0.66931)  0.06

Summary:
Max |F|: 9.7 eV/Å
Charge: -2
Gap between HOMO and LUMO (spin up / spin down): 6.98 / 6.98 eV
Expectation value of S²: 2.01
Calculated total energy: -128257.948 eV
Multiplicity: 3
Lowest unoccupied orbital energy (spin up / spin down): 3.65 / 3.65 eV

> Number 2 is which compound?

C22H40F6N7O15S2V